This record from the OMol25 dataset describes 3 unconnected molecules or ions with the total composition C14H29BrO12P in a non-equilibrium geometry. The level of theory is ωB97M-V with the def2-TZVPD basis set.

```
57
Properties=species:S:1:pos:R:3:forces:R:3:mulliken_charge:R:1
O -3.2922 0.4441 3.0826 3.92 1.73 -1.01 -0.65
C -2.4718 1.2887 2.5721 -8.19 1.37 -1.34 0.57
O -3.0056 2.3423 1.8634 4.52 -3.68 2.62 -0.66
O -1.0514 1.0307 2.7379 1.15 2.57 1.70 -0.09
C -0.5007 1.7557 3.8206 -0.43 -1.80 3.62 0.52
O -0.5785 1.3962 5.0271 0.28 1.22 -5.29 -0.51
O 0.2450 2.9483 3.5502 -3.20 -0.95 -0.36 -0.25
P -0.7281 4.3669 3.6882 -0.23 0.26 0.67 0.29
O -2.3057 3.9789 4.2044 1.83 0.73 -1.41 -0.42
Br -0.9288 5.0886 1.5130 -0.17 -0.37 0.51 -0.18
H -2.9481 4.4791 3.6401 0.55 -1.02 0.25 0.33
C -1.0346 2.5100 -0.9936 0.12 0.06 0.33 -0.69
O 0.3297 2.7499 -1.3083 -0.02 -0.31 -0.48 -0.18
C 1.1255 1.5742 -1.2574 0.16 0.58 -0.15 -0.46
C 2.1593 1.5634 -2.3814 -0.09 -0.17 0.23 -0.41
O 1.6124 1.3348 -3.6820 0.01 0.32 -0.06 -0.48
C 0.8290 2.3847 -4.2518 0.10 -0.12 -0.05 -0.28
C 1.6172 3.6417 -4.6101 -0.36 0.04 0.51 -0.55
O 1.9857 4.3543 -3.4354 0.48 -0.17 -0.11 -0.20
C 3.2368 5.0055 -3.5413 -0.41 0.00 0.14 -0.82
H -1.1529 2.3560 0.0830 -0.28 -0.06 -0.11 0.12
H -1.6128 3.3852 -1.2919 0.11 0.05 0.10 0.26
H -1.4236 1.6466 -1.5445 0.03 -0.08 0.02 0.39
H 0.5083 0.6760 -1.3422 -0.05 -0.05 0.03 0.32
H 1.6395 1.5645 -0.2879 0.10 -0.26 -0.03 0.34
H 2.8319 0.7209 -2.1989 -0.12 -0.11 -0.08 0.42
H 2.7846 2.4565 -2.3683 -0.21 0.14 0.06 0.12
H -0.0289 2.6097 -3.6189 0.12 0.25 0.12 0.06
H 0.4248 1.9723 -5.1819 0.16 -0.04 0.00 0.42
H 0.9884 4.3091 -5.2121 -0.04 -0.16 -0.24 0.38
H 2.4999 3.3621 -5.1934 0.07 -0.03 0.01 0.35
H 3.9934 4.3452 -3.9763 0.03 0.02 -0.10 0.36
H 3.5645 5.2745 -2.5353 -0.14 0.02 -0.05 0.23
H 3.1390 5.9179 -4.1398 0.19 0.01 -0.08 0.31
C -1.9478 -2.4129 3.2272 -0.10 -0.11 0.07 -0.47
O -1.8381 -3.4499 2.2617 0.31 0.10 -0.23 -0.34
C -2.2030 -3.0287 0.9546 0.26 -0.46 0.17 -0.34
C -1.2874 -3.6514 -0.0974 -0.20 0.19 0.03 -0.37
O 0.0368 -3.1150 -0.1163 0.08 -0.28 0.17 -0.46
C 0.8860 -3.4384 0.9858 0.02 0.04 -0.14 -0.21
C 1.2926 -4.9076 1.0637 -0.40 0.22 0.40 -0.62
O 0.1954 -5.7109 1.4832 -0.03 -0.21 -0.48 -0.25
C 0.1854 -6.9986 0.8991 -0.06 0.28 0.35 -0.81
H -2.9989 -2.2321 3.4689 0.13 0.28 -0.01 0.31
H -1.4248 -2.7310 4.1305 -0.04 -0.16 -0.05 0.28
H -1.4784 -1.4907 2.8748 -0.22 0.01 0.04 0.07
H -2.1516 -1.9409 0.8622 -0.04 0.06 0.06 0.18
H -3.2362 -3.3541 0.7786 -0.03 0.13 -0.25 0.40
H -1.7085 -3.4152 -1.0784 0.08 0.16 0.01 0.45
H -1.2709 -4.7397 -0.0306 0.00 0.01 0.25 0.06
H 0.4512 -3.0869 1.9208 -0.09 -0.26 0.08 0.07
H 1.7972 -2.8517 0.8312 -0.04 -0.07 -0.14 0.42
H 2.0882 -5.0284 1.8090 0.21 0.15 -0.12 0.39
H 1.6667 -5.2323 0.0878 -0.03 -0.02 -0.07 0.35
H 0.3783 -6.9488 -0.1770 0.10 -0.04 -0.03 0.36
H -0.8084 -7.4276 1.0424 0.07 0.06 0.10 0.23
H 0.9248 -7.6420 1.3885 0.05 -0.13 -0.16 0.32
```
Positions in Å, forces in eV/Å.

charge = -1
spin multiplicity = 1
E_HOMO = -4.995 eV
gap between HOMO and LUMO = 7.6317 eV
total energy = -118887.8852 eV